The following is a DFT calculation (ωB97M-V with the def2-TZVPD basis set) of a cluster of 5 separate species, C42H72IN5O9 in total at a distorted geometry.

Geometry as XYZ:
```
129
Properties=species:S:1:pos:R:3:forces:R:3
C 5.439394 0.960697 -0.638173 0.4 -0.1 1.1
C 4.996834 1.644672 0.711078 -0.3 -0.2 -0.4
C 4.045917 2.881657 0.538200 1.9 0.1 -0.2
O 3.689546 3.366420 1.847582 -1.3 -0.2 -0.9
C 2.293842 3.226841 2.123660 0.0 0.3 0.6
C 1.857904 1.847305 2.756825 -2.4 -0.7 0.3
C 2.635096 1.257714 3.990614 0.4 -0.1 0.1
N 4.121117 1.276149 3.872357 -0.4 0.5 0.9
O 0.575740 2.219717 3.372396 -0.4 0.3 -0.2
C -0.597798 1.460904 3.002116 1.3 3.0 -0.5
I -0.705736 -0.036621 4.590091 -0.2 -0.4 -0.3
C -1.741724 2.511080 3.279881 -0.9 -0.5 1.0
C -3.162530 1.896433 3.624162 -0.4 0.5 -0.3
C -3.634763 0.757573 2.644858 -1.3 0.1 -0.1
C -4.830771 -0.102105 3.198496 -0.1 -0.4 0.3
C -4.505544 -1.427612 3.737173 -2.6 0.1 0.3
C -5.588597 -2.294864 4.228005 -0.3 3.0 -1.4
C -6.950735 -1.759451 4.133150 0.7 0.1 0.0
C -7.278891 -0.437156 3.627339 2.5 0.0 -0.4
C -6.196679 0.432271 3.134001 0.7 -2.9 1.2
C -0.257296 1.012004 1.520219 1.4 -1.6 1.3
C -0.628274 1.938717 0.312914 -1.1 -0.2 -1.2
C -1.249687 1.146746 -0.901741 -0.6 -1.1 -1.9
C -0.661842 1.254248 -2.256088 -1.6 -1.0 -0.1
C -1.236558 0.564129 -3.411910 -1.4 -0.6 1.5
C -2.440725 -0.289252 -3.280822 1.5 1.7 2.1
C -3.023897 -0.393587 -1.951551 1.0 0.3 -0.1
C -4.322750 -1.237918 -1.740129 0.1 1.2 -0.2
C -2.435670 0.304481 -0.789507 0.8 0.0 -1.9
C 1.334947 0.845015 1.619038 1.3 0.5 -1.1
C 1.934696 -0.600309 1.564374 1.0 0.2 0.1
O 1.196790 -1.588281 2.305373 0.7 -0.1 0.0
C 2.034700 -2.456649 3.046954 0.9 -0.6 1.1
O 1.528589 -3.789833 3.133499 -0.4 1.1 -0.9
C 1.048911 -4.252477 1.863105 -0.1 -1.0 -0.2
C 2.097109 -4.166334 0.686863 -0.7 -0.6 -0.5
O 1.624823 -3.349735 -0.406522 0.0 0.0 0.5
H 6.000482 1.674683 -1.292151 -0.7 -0.6 0.3
H 4.573139 0.461546 -1.140090 0.8 0.6 0.1
H 6.169731 0.144948 -0.358192 -0.8 0.8 -0.5
H 4.493233 0.866607 1.337450 0.4 0.8 -0.4
H 5.895670 1.997432 1.296378 -0.9 -0.4 -0.6
H 4.670182 3.698655 0.059853 -0.7 -0.7 0.4
H 3.178241 2.713731 -0.151475 0.5 -0.1 0.8
H 1.990494 4.044554 2.835631 0.5 -0.9 -0.5
H 1.694188 3.415041 1.182962 0.5 -0.4 1.0
H 2.339315 0.184559 4.163522 0.0 1.1 -0.3
H 2.309743 1.836388 4.903441 0.0 -0.5 -1.0
H 4.460707 0.840865 4.742881 -0.1 0.1 -0.6
H 4.386395 2.263866 3.998342 0.1 -0.6 -0.5
H -1.423984 3.074426 4.205576 -0.1 -0.6 -1.0
H -1.875006 3.283513 2.481410 0.5 -0.9 0.3
H -3.901319 2.745573 3.500551 0.7 -0.9 0.2
H -3.247512 1.603225 4.708972 0.3 0.0 -1.2
H -2.828691 0.053148 2.319864 -0.5 0.7 0.5
H -4.044734 1.268868 1.721799 0.7 -0.5 0.8
H -3.459365 -1.811164 3.790413 -0.9 0.7 -0.2
H -5.376729 -3.316011 4.611183 -0.3 1.0 -0.3
H -7.779040 -2.426856 4.482476 0.8 0.8 -0.4
H -8.317561 -0.047362 3.558821 0.8 -0.6 0.2
H -6.372925 1.454664 2.724733 0.1 -1.0 0.4
H -0.589531 -0.057534 1.469937 -0.3 1.1 -0.7
H -1.372944 2.745204 0.549573 0.6 -0.8 0.0
H 0.262021 2.474194 -0.128860 -0.7 -0.6 0.8
H 0.227089 1.895957 -2.449760 -0.7 -0.5 0.4
H -0.819141 0.657593 -4.446147 -0.1 0.1 1.3
H -2.891882 -0.793084 -4.172652 0.5 0.5 1.1
H -4.157788 -2.217533 -1.226463 0.0 0.8 -0.5
H -5.013933 -0.598265 -1.114391 0.6 -0.8 -0.5
H -4.860433 -1.358544 -2.717656 0.7 -0.2 1.1
H -2.961311 0.147039 0.177359 0.6 0.3 -0.8
H 1.803042 1.314738 0.702703 -0.7 -0.8 0.6
H 2.075682 -0.988781 0.510181 -0.4 0.7 0.9
H 2.986323 -0.521839 1.979505 -1.1 -0.1 -0.3
H 3.082817 -2.539743 2.635291 -1.0 0.5 0.0
H 2.140481 -2.103160 4.117078 -0.3 -0.4 -1.0
H 0.786539 -5.340808 2.003625 0.3 1.2 0.1
H 0.075134 -3.748196 1.597656 1.1 -0.2 0.1
H 2.200460 -5.204613 0.252908 0.0 1.1 0.5
H 3.123461 -3.841716 0.995252 -0.9 -0.2 0.0
H 0.917124 -2.757428 -0.101248 0.4 -0.3 0.1
C 2.790987 -4.420684 -3.162144 0.4 0.4 -0.2
N 3.826539 -4.834521 -4.091297 -0.1 -0.5 -0.1
C 4.090962 -6.083774 -4.553928 0.3 0.3 -0.2
C 3.219331 -7.211484 -4.063377 0.0 -0.1 0.0
O 5.009560 -6.266811 -5.341453 -0.1 -0.1 0.1
H 2.156065 -3.685517 -3.659521 -0.2 0.0 0.2
H 3.268037 -3.953818 -2.300504 -0.3 0.0 0.1
H 2.181206 -5.255262 -2.827614 0.1 0.0 -0.1
H 4.447729 -4.129129 -4.460201 -0.1 0.0 0.1
H 3.548558 -8.144426 -4.516630 0.1 0.1 0.0
H 3.300898 -7.305259 -2.978835 -0.2 0.0 0.0
H 2.180559 -7.035122 -4.348505 0.0 0.0 0.2
C -9.436502 -0.878785 -0.511902 0.4 -0.2 0.2
N -8.231990 -1.020458 -1.304835 -0.1 0.2 -0.4
C -8.012425 -0.609551 -2.583392 0.4 -0.2 0.0
C -9.140178 0.085545 -3.301129 0.0 0.1 -0.1
O -6.928287 -0.808124 -3.111222 -0.4 0.1 -0.2
H -9.195960 -0.305560 0.385702 -0.2 0.0 0.0
H -9.778101 -1.873222 -0.218125 -0.2 0.1 0.1
H -10.227845 -0.374323 -1.059299 0.1 0.0 0.0
H -7.434532 -1.477436 -0.886631 -0.1 0.0 0.0
H -8.817407 0.352718 -4.305230 0.1 -0.1 0.1
H -10.002287 -0.579492 -3.379615 -0.1 0.1 0.1
H -9.416680 0.999084 -2.771364 -0.2 -0.1 0.0
C 0.242043 7.063696 -0.831658 0.2 -0.5 0.0
N -0.600971 5.887694 -0.745921 -0.3 0.2 0.0
C -1.961000 5.824052 -0.746215 0.0 -0.4 0.0
C -2.724042 7.119042 -0.847403 -0.1 0.0 0.0
O -2.522383 4.742070 -0.666420 0.0 0.1 0.1
H 0.878669 6.971472 -1.713768 0.1 0.3 0.0
H 0.872053 7.105503 0.059123 0.1 0.2 -0.1
H -0.340142 7.978072 -0.902913 0.0 -0.1 0.0
H -0.156829 4.983901 -0.675929 0.0 0.1 0.0
H -3.791638 6.909597 -0.835647 0.1 -0.1 0.0
H -2.487544 7.762129 0.002452 0.0 0.1 -0.1
H -2.480715 7.626744 -1.782598 0.0 0.1 0.1
C 9.599645 -1.976237 -2.651755 -0.2 -0.2 0.4
N 8.158656 -1.927914 -2.504675 -0.1 0.2 -0.3
C 7.248635 -1.333417 -3.323296 -0.3 -0.1 0.3
C 7.764936 -0.625272 -4.548750 0.0 0.1 -0.1
O 6.057917 -1.384738 -3.054427 0.0 0.0 -0.1
H 9.908635 -3.021891 -2.705188 0.2 0.1 -0.1
H 10.054432 -1.515126 -1.772753 0.2 0.0 -0.1
H 9.935821 -1.456367 -3.544370 -0.1 0.0 0.0
H 7.743087 -2.382522 -1.705166 0.0 0.0 -0.1
H 6.927402 -0.203121 -5.100268 0.0 -0.1 0.1
H 8.434268 0.187225 -4.259455 0.1 -0.1 -0.1
H 8.287475 -1.330150 -5.198073 0.1 0.1 0.0
```
Positions in Å, forces in eV/Å.

Properties
HOMO-LUMO gap ... 8.83 eV
Lowest unoccupied orbital energy ... 0.5 eV
DFT total energy ... -2892.04714 hartree
Relative energy (zero: lowest compared OMol25 entry of this formula, charge and spin) ... 96.3 kcal/mol
Charge ... 0
SMILES ... CCCOC[C@@]1(CN)O[C@@](I)(CCCc2ccccc2)[C@@H](Cc2cccc(C)c2)[C@@H]1COCOCCO.CNC(C)=O.CNC(C)=O.CNC(C)=O.CNC(C)=O

=====

The following is a DFT calculation (ωB97M-V with the def2-TZVPD basis set) of a cluster of 2 separate species, C5H7NO2 in total at a distorted geometry.

Geometry as XYZ:
```
15
Properties=species:S:1:pos:R:3:forces:R:3
C 0.264493 0.097417 -2.240771 -0.2 3.8 -1.5
C -0.500208 1.358880 -1.710683 1.4 -0.4 -2.8
C -1.025156 1.531059 -0.562865 -1.2 -0.8 1.2
O -1.637252 1.570156 0.424159 0.0 0.6 0.4
H -0.097517 -0.743000 -1.814171 -1.4 -2.8 1.2
H 1.263490 0.233268 -1.882614 0.9 -0.2 -0.5
H 0.162519 0.049816 -3.373867 0.4 0.1 1.6
H -0.527036 2.234895 -2.359832 0.0 -0.1 0.2
N 1.656200 -1.546229 1.669409 4.1 -1.9 -0.2
C 0.459979 -1.170638 2.006219 -3.5 2.0 0.5
C -0.604804 -0.577093 2.078186 2.5 -1.6 0.6
O -1.761823 -0.157164 2.480336 -0.9 -3.2 0.9
H 2.361521 -1.943909 2.406072 -2.0 1.1 -2.4
H 1.799315 -1.649115 0.647906 0.5 -0.4 1.5
H -1.813722 0.711657 2.232514 -0.6 3.7 -0.8
```
Positions in Å, forces in eV/Å.

Properties
HOMO-LUMO gap ... 8.19 eV
Lowest unoccupied orbital energy ... 0.6 eV
DFT total energy ... -399.79146 hartree
Relative energy (zero: lowest compared OMol25 entry of this formula, charge and spin) ... 109.3 kcal/mol
Charge ... 0
SMILES ... CC=C=O.NC#CO